Molecular formula: C35H34BF4N
Method: DFT, ωB97M-V/def2-TZVPD

Cartesian coordinates (Å):
C 1.43 1.26 -3.34
C 0.27 1.28 -3.68
C -1.21 1.17 -3.96
B -1.88 0.35 -2.73
C -2.28 1.17 -1.43
C -2.76 0.32 -0.22
N -1.57 -0.23 0.47
C -2.06 -1.21 -2.94
C -0.91 -1.93 -3.39
C -0.92 -3.30 -3.66
C -2.15 -3.99 -3.49
C -3.29 -3.33 -3.04
C -3.26 -1.94 -2.77
H 2.38 1.02 -2.86
H -1.69 2.16 -4.05
H -1.32 0.56 -4.87
H -3.01 1.97 -1.68
H -1.35 1.69 -1.10
H -3.54 -0.43 -0.45
H -3.24 1.04 0.50
H -1.88 -1.06 0.98
H -1.25 0.43 1.18
H 0.05 -1.40 -3.54
H -0.02 -3.81 -4.03
H -2.17 -5.06 -3.74
H -4.21 -3.93 -2.92
H -4.17 -1.42 -2.42
F -1.26 1.86 3.27
C -0.60 1.04 4.11
C 0.62 0.52 3.73
C 1.30 -0.32 4.60
C 0.75 -0.64 5.84
C -0.48 -0.12 6.20
C -1.16 0.73 5.34
H 1.04 0.77 2.76
H 2.26 -0.73 4.32
H 1.28 -1.30 6.51
H -0.92 -0.37 7.16
H -2.12 1.16 5.61
F 0.28 -1.67 9.40
C 1.10 -2.74 9.39
C 1.12 -3.56 8.28
C 1.98 -4.65 8.26
C 2.79 -4.92 9.35
C 2.75 -4.09 10.46
C 1.91 -2.99 10.48
H 0.48 -3.34 7.44
H 2.01 -5.30 7.39
H 3.45 -5.78 9.34
H 3.38 -4.30 11.32
H 1.87 -2.33 11.34
F -4.50 4.55 -8.90
C -4.34 3.54 -8.02
C -4.85 3.67 -6.74
C -4.69 2.62 -5.84
C -4.01 1.47 -6.23
C -3.50 1.36 -7.51
C -3.67 2.40 -8.42
H -5.37 4.57 -6.46
H -5.09 2.71 -4.84
H -3.88 0.66 -5.52
H -2.97 0.47 -7.81
H -3.29 2.33 -9.43
F 4.08 0.75 -1.93
C 5.05 1.68 -1.92
C 5.19 2.51 -0.82
C 6.20 3.46 -0.82
C 7.05 3.59 -1.91
C 6.89 2.75 -3.01
C 5.89 1.79 -3.02
H 4.52 2.40 0.02
H 6.33 4.11 0.04
H 7.83 4.33 -1.91
H 7.54 2.85 -3.87
H 5.75 1.13 -3.86

HOMO = -8.75 eV
Total charge = 0
Kohn-Sham gap = 0.3438 Ha
Multiplicity = 1
Structure (SMILES) = C#CCB(CCN)c1ccccc1.Fc1ccccc1.Fc1ccccc1.Fc1ccccc1.Fc1ccccc1

Partial charges, Löwdin, in e:
1 C 0.107
2 C -0.148
3 C -0.128
4 B -0.252
5 C -0.109
6 C -0.289
7 N 0.004
8 C -0.122
9 C -0.042
10 C -0.073
11 C -0.097
12 C -0.088
13 C -0.054
14 H 0.015
15 H 0.105
16 H 0.100
17 H 0.109
18 H 0.119
19 H 0.095
20 H 0.103
21 H 0.067
22 H 0.042
23 H 0.106
24 H 0.103
25 H 0.099
26 H 0.101
27 H 0.107
28 F 0.050
29 C -0.291
30 C -0.022
31 C -0.077
32 C -0.093
33 C -0.076
34 C -0.016
35 H 0.117
36 H 0.107
37 H 0.084
38 H 0.101
39 H 0.117
40 F 0.055
41 C -0.289
42 C -0.030
43 C -0.079
44 C -0.097
45 C -0.082
46 C -0.017
47 H 0.110
48 H 0.106
49 H 0.101
50 H 0.105
51 H 0.118
52 F 0.059
53 C -0.289
54 C -0.018
55 C -0.082
56 C -0.104
57 C -0.078
58 C -0.017
59 H 0.117
60 H 0.105
61 H 0.097
62 H 0.107
63 H 0.117
64 F 0.027
65 C -0.282
66 C -0.016
67 C -0.082
68 C -0.096
69 C -0.082
70 C -0.016
71 H 0.118
72 H 0.105
73 H 0.101
74 H 0.105
75 H 0.119


Molecular formula: C35H35BF3N5O2SSc
Method: DFT, ωB97M-V/def2-TZVPD

Cartesian coordinates (Å):
Sc -0.23 1.43 1.04
C -2.75 3.31 0.61
C -3.62 2.13 0.18
C -3.49 0.88 0.99
C -4.59 0.27 1.56
C -4.45 -0.97 2.16
C -3.20 -1.58 2.18
C -2.14 -0.89 1.64
N -2.27 0.32 1.07
N -1.44 3.35 -0.11
C -0.74 4.59 0.23
C -0.31 4.70 1.66
C -0.28 5.93 2.29
C 0.27 6.02 3.56
C 0.79 4.87 4.14
C 0.69 3.68 3.45
N 0.12 3.58 2.23
C -1.65 3.41 -1.60
C -1.16 2.26 -2.44
C -0.17 2.44 -3.39
C 0.18 1.36 -4.20
C -0.47 0.15 -4.02
C -1.44 0.06 -3.02
N -1.78 1.09 -2.25
H -2.54 3.28 1.68
H -3.29 4.24 0.42
H -3.33 1.83 -0.83
H -4.66 2.43 0.13
H -5.56 0.76 1.49
H -5.31 -1.46 2.61
H -3.04 -2.55 2.62
H -1.15 -1.30 1.66
H -1.36 5.45 -0.03
H 0.16 4.64 -0.39
H -0.68 6.81 1.79
H 0.32 6.97 4.08
H 1.25 4.88 5.11
H 1.04 2.76 3.88
H -1.20 4.33 -1.96
H -2.72 3.51 -1.78
H 0.32 3.40 -3.51
H 0.95 1.46 -4.95
H -0.24 -0.72 -4.62
H -1.95 -0.88 -2.84
F 2.55 -1.11 6.48
C 1.58 -0.53 5.76
F 0.43 -1.14 6.06
F 1.48 0.74 6.20
C 1.90 -0.58 4.29
C 3.04 -1.21 3.85
C 3.36 -1.25 2.49
C 2.50 -0.63 1.62
N 1.38 -0.02 2.04
C 1.04 0.01 3.34
S -0.48 0.79 3.66
H 3.70 -1.67 4.57
H 4.25 -1.74 2.13
H 2.70 -0.60 0.56
C 2.57 -5.85 -2.57
C 1.34 -5.02 -2.99
C 1.15 -5.11 -4.51
C 0.11 -5.60 -2.30
C 1.57 -3.55 -2.60
C 2.65 -2.85 -3.14
C 2.92 -1.51 -2.83
C 2.06 -0.90 -1.95
O 2.08 0.41 -1.49
B 0.99 0.51 -0.65
O 0.30 -0.71 -0.58
C 1.00 -1.57 -1.42
C 0.72 -2.89 -1.71
H 2.42 -6.89 -2.84
H 2.72 -5.80 -1.49
H 3.48 -5.50 -3.06
H 0.98 -6.15 -4.80
H 2.03 -4.76 -5.05
H 0.30 -4.52 -4.83
H -0.01 -6.65 -2.60
H -0.81 -5.08 -2.59
H 0.20 -5.58 -1.21
H 3.32 -3.36 -3.83
H 3.77 -0.99 -3.26
H -0.14 -3.37 -1.26

HOMO = -10.41 eV
Total charge = +1
Kohn-Sham gap = 0.2883 Ha
Multiplicity = 1

Partial charges, Löwdin, in e:
1 Sc 1.018
2 C -0.149
3 C -0.107
4 C -0.256
5 C 0.004
6 C -0.021
7 C -0.031
8 C -0.169
9 N 0.016
10 N -0.177
11 C -0.147
12 C -0.276
13 C 0.003
14 C -0.024
15 C -0.024
16 C -0.132
17 N 0.039
18 C -0.098
19 C -0.283
20 C -0.007
21 C -0.035
22 C -0.040
23 C -0.110
24 N 0.116
25 H 0.125
26 H 0.135
27 H 0.092
28 H 0.129
29 H 0.122
30 H 0.121
31 H 0.120
32 H 0.102
33 H 0.137
34 H 0.146
35 H 0.125
36 H 0.122
37 H 0.121
38 H 0.059
39 H 0.118
40 H 0.134
41 H 0.122
42 H 0.121
43 H 0.118
44 H 0.123
45 F 0.141
46 C -0.609
47 F 0.144
48 F 0.132
49 C -0.105
50 C 0.025
51 C -0.019
52 C -0.087
53 N -0.051
54 C -0.648
55 S 0.720
56 H 0.130
57 H 0.117
58 H 0.108
59 C -0.045
60 C -0.564
61 C -0.046
62 C -0.071
63 C -0.157
64 C -0.018
65 C 0.034
66 C -0.231
67 O 0.126
68 B -0.572
69 O 0.049
70 C -0.216
71 C 0.071
72 H 0.089
73 H 0.092
74 H 0.080
75 H 0.089
76 H 0.079
77 H 0.089
78 H 0.090
79 H 0.087
80 H 0.088
81 H 0.112
82 H 0.127
83 H 0.119


Molecular formula: C35H35Br2MnN10Si
Method: DFT, ωB97M-V/def2-TZVPD

Cartesian coordinates (Å):
Mn 0.07 0.32 -0.22
Br 1.30 -5.56 2.79
C 1.10 -3.93 1.88
C 0.96 -3.91 0.50
C 0.78 -2.69 -0.12
N 0.75 -1.53 0.54
C 0.88 -1.56 1.88
C 1.05 -2.74 2.58
C 0.74 -0.25 2.55
C 1.09 -0.04 3.88
C 0.82 1.20 4.44
Br 1.27 1.54 6.23
C 0.23 2.19 3.66
C -0.03 1.91 2.34
N 0.23 0.72 1.77
H 0.98 -4.82 -0.09
H 0.67 -2.64 -1.20
H 1.13 -2.75 3.66
H 1.56 -0.81 4.46
H 0.01 3.17 4.07
H -0.42 2.68 1.68
C -4.30 0.37 0.20
C -2.97 0.54 0.53
N -2.00 -0.23 0.03
C -2.36 -1.22 -0.79
C -3.65 -1.47 -1.19
C -4.65 -0.63 -0.69
C -3.91 -2.49 -2.22
C -3.35 -3.69 -2.33
C -2.49 -4.40 -1.36
C -1.90 -5.60 -1.72
C -1.16 -6.26 -0.75
N -1.01 -5.77 0.48
C -1.61 -4.61 0.71
N -2.33 -3.89 -0.13
H -5.05 1.02 0.63
H -2.66 1.32 1.22
H -1.55 -1.84 -1.17
H -5.68 -0.77 -1.00
H -4.58 -2.18 -3.01
H -3.58 -4.27 -3.22
H -2.00 -6.01 -2.72
H -0.67 -7.20 -0.96
H -1.49 -4.20 1.71
C 0.26 3.44 -0.94
Si 1.61 2.09 -0.66
C 2.63 2.07 -2.26
C 2.82 2.79 0.63
H 0.44 4.32 -0.32
H -0.76 3.11 -0.72
H 0.26 3.76 -1.98
H 3.17 3.01 -2.37
H 2.00 1.95 -3.14
H 3.37 1.26 -2.25
H 3.08 3.82 0.39
H 3.74 2.21 0.63
H 2.43 2.78 1.65
C 1.66 -1.35 -2.94
C 0.38 -0.63 -3.14
N -0.23 0.14 -2.25
C -1.34 0.67 -2.88
C -1.41 0.21 -4.15
N -0.32 -0.63 -4.30
C -0.10 -1.54 -5.40
N -0.88 -2.73 -5.19
N -0.55 -3.57 -4.19
N -1.38 -4.54 -4.15
C -2.31 -4.36 -5.15
C -3.41 -5.13 -5.53
C -4.16 -4.68 -6.58
C -3.84 -3.48 -7.26
C -2.76 -2.71 -6.91
C -2.00 -3.18 -5.83
H 2.00 -1.18 -1.91
H 2.43 -0.94 -3.60
H 1.56 -2.42 -3.13
H -2.01 1.35 -2.38
H -2.12 0.37 -4.94
H 0.96 -1.78 -5.47
H -0.43 -1.07 -6.33
H -3.65 -6.05 -5.00
H -5.02 -5.25 -6.91
H -4.47 -3.17 -8.08
H -2.53 -1.80 -7.43

HOMO (alpha / beta) = -9.38 / -9.23 eV
<S²> = 1.178
Total charge = +1
Kohn-Sham gap (alpha / beta) = 0.2390 / 0.2343 Ha
Multiplicity = 2

Partial charges, Löwdin, in e:
1 Mn 0.443
2 Br 0.841
3 C -0.680
4 C -0.111
5 C -0.099
6 N 0.062
7 C -0.171
8 C -0.036
9 C -0.176
10 C -0.037
11 C -0.670
12 Br 0.819
13 C -0.077
14 C -0.126
15 N 0.001
16 H 0.107
17 H 0.089
18 H 0.110
19 H 0.110
20 H 0.116
21 H 0.111
22 C -0.031
23 C -0.104
24 N 0.016
25 C -0.118
26 C -0.191
27 C 0.009
28 C -0.010
29 C -0.031
30 C -0.254
31 C -0.007
32 C -0.101
33 N 0.053
34 C -0.222
35 N 0.153
36 H 0.112
37 H 0.107
38 H 0.099
39 H 0.126
40 H 0.121
41 H 0.081
42 H 0.091
43 H 0.120
44 H 0.120
45 C -0.231
46 Si 0.487
47 C -0.244
48 C -0.233
49 H 0.024
50 H -0.007
51 H 0.023
52 H 0.028
53 H 0.011
54 H 0.013
55 H 0.029
56 H 0.024
57 H 0.000
58 C -0.010
59 C -0.333
60 N 0.006
61 C -0.097
62 C -0.017
63 N -0.005
64 C -0.047
65 N -0.035
66 N 0.103
67 N 0.058
68 C -0.243
69 C -0.014
70 C -0.061
71 C -0.062
72 C -0.005
73 C -0.157
74 H 0.068
75 H 0.098
76 H 0.071
77 H 0.118
78 H 0.127
79 H 0.144
80 H 0.146
81 H 0.122
82 H 0.111
83 H 0.112
84 H 0.110